42
Properties=species:S:1:pos:R:3:forces:R:3 method="wB97M-V/def2-TZVPD" charge=+3 homo_ev="-17.48 / -17.48" e_above_lowest_kcal_mol=24.9 lumo_ev="-12.28 / -12.28"
Re -0.306210 -0.925008 0.371518 1.2375 -0.3007 -1.1491
N 1.254346 -0.134228 1.861751 0.0288 0.2866 0.0218
C 0.674442 0.751895 2.909819 0.1461 0.0526 -0.0134
C -0.634557 0.148637 3.326261 -0.0696 0.0147 0.0682
N -1.444314 -0.084056 2.090586 -0.2317 0.0122 -0.1167
H 1.665807 -0.940896 2.332696 0.0125 -0.0031 -0.0623
H 2.052249 0.338252 1.441817 -0.0635 -0.1041 0.0721
H 0.529169 1.741137 2.475861 0.0125 0.0058 -0.0162
H 1.348579 0.855917 3.760177 -0.0032 -0.0090 -0.0044
H -1.172609 0.796146 4.018082 -0.0280 -0.0224 -0.0154
H -0.483654 -0.813818 3.815429 -0.0021 0.0016 0.0185
H -1.944202 0.774362 1.867711 0.0397 -0.0011 0.0062
H -2.178064 -0.764711 2.315535 -0.0457 0.0074 -0.0835
Se -2.346520 -3.249904 2.844400 -0.0112 -0.1157 0.0770
Sb -1.532854 -5.096928 1.267378 -0.0415 -0.0436 -0.0597
Se -0.155152 -2.988630 1.954988 0.1003 0.1662 0.1142
Se -1.658657 -1.998378 -1.166636 -0.2203 0.1183 0.1094
Se -2.315400 -4.225886 -0.977617 0.0575 0.0100 -0.0254
Br 5.003857 -0.335932 -3.693123 0.2109 0.0114 -0.1408
C 3.557716 -0.493604 -2.607232 -0.4349 -0.0171 0.2714
C 3.264432 0.530412 -1.663975 -0.0032 -0.1564 -0.1472
C 2.179608 0.396367 -0.851487 0.2600 0.0225 0.0608
C 1.284324 -0.726218 -0.918782 -0.9766 -0.0615 1.1256
C 1.593258 -1.705566 -1.928463 -0.2522 -0.0642 -0.2714
C 2.701379 -1.616479 -2.716836 0.2612 0.1264 0.0341
H 3.906901 1.399524 -1.604748 -0.0046 -0.0185 -0.0091
H 1.983322 1.201511 -0.153289 -0.0168 0.0504 -0.1194
H 0.942552 -2.558485 -2.064242 0.0422 0.0209 -0.0142
H 2.923825 -2.385776 -3.444880 0.0073 0.0082 0.0120
C -0.938001 1.152801 -2.563026 0.0377 -0.0942 -0.0086
P -1.248716 1.068998 -0.785639 -0.0695 0.1429 0.2419
C -0.699553 2.672381 -0.137494 0.0208 -0.0531 0.0096
C -3.057753 1.133569 -0.646949 0.0362 0.0437 0.0232
H -1.449112 2.030083 -2.963886 -0.0253 0.0001 0.0205
H -1.324004 0.266111 -3.065652 -0.0032 -0.0003 -0.0115
H 0.128675 1.241748 -2.763261 0.0272 -0.0030 0.0242
H -1.249555 3.461255 -0.654806 -0.0061 -0.0064 -0.0091
H 0.362889 2.827634 -0.318105 0.0269 -0.0129 -0.0065
H -0.896626 2.774039 0.930073 -0.0297 -0.0050 0.0026
H -3.403011 2.060789 -1.108548 -0.0020 -0.0039 0.0022
H -3.407387 1.126473 0.386068 -0.0102 0.0061 -0.0123
H -3.511433 0.294463 -1.171482 -0.0141 -0.0120 -0.0193

63
Properties=species:S:1:pos:R:3:forces:R:3 method="wB97M-V/def2-TZVPD" charge=+1 homo_ev=-11.26 e_above_lowest_kcal_mol=3.7 smiles=Cc1cccc(OC[C@H](O)Cn2c(N)[n+](CCN3CCCCC3)c3ccccc32)c1 lumo_ev=-1.92
C 2.864374 -3.113531 1.703872 0.0705 -0.0603 -0.0102
C 2.145802 -2.615676 0.490113 -0.1682 -0.0501 -0.0924
C 1.044534 -3.291678 -0.016289 0.0123 -0.0028 0.0703
C 0.395622 -2.824663 -1.147260 0.0575 0.0185 -0.0694
C 0.825421 -1.671584 -1.775878 0.1251 0.1321 -0.0640
C 1.930722 -0.988632 -1.274113 -0.1161 -0.1690 -0.1261
O 2.253016 0.181963 -1.929354 -0.2487 -0.2929 0.0519
C 3.546431 0.723658 -1.815133 0.4105 0.3654 0.1252
C 3.800612 1.659236 -0.599245 -0.3324 0.0294 -0.5097
O 4.481823 1.012986 0.450656 0.1306 -0.0567 0.3244
C 2.528671 2.308781 -0.012149 0.6551 0.0463 -0.2624
N 1.585815 1.401507 0.595182 -0.2748 -0.2344 -0.1228
C 0.394398 1.023145 0.084824 -0.1479 0.2598 -0.0766
N -0.128991 1.419201 -1.064231 0.2366 0.1121 -0.0498
N -0.261157 0.241574 0.968718 0.3031 0.2605 -0.1739
C -1.475841 -0.502585 0.706507 -0.5445 -0.0839 -0.2173
C -2.698368 0.366407 0.376442 0.1131 -0.1771 0.1285
N -2.711785 0.772904 -1.027477 -0.1031 -0.0276 -0.0225
C -3.414222 2.035293 -1.267861 -0.2471 0.2165 0.1575
C -4.933053 1.918083 -1.143748 0.1441 -0.0158 -0.2642
C -5.445001 0.864246 -2.122324 -0.0318 -0.0925 0.2903
C -4.726994 -0.459986 -1.874928 0.1127 0.1792 -0.1447
C -3.211181 -0.259444 -1.939034 -0.2013 -0.2835 -0.0137
C 0.544088 0.093076 2.092072 0.6862 0.2710 0.3320
C 0.362025 -0.603832 3.273289 -0.0734 0.0305 -0.1679
C 1.373576 -0.531205 4.214887 0.0325 -0.0180 0.0251
C 2.524331 0.216633 3.988499 -0.0261 0.0055 0.0601
C 2.714388 0.914583 2.808705 -0.0562 0.0354 -0.1074
C 1.711782 0.833753 1.859299 -0.3648 -0.4337 0.5947
C 2.589385 -1.464811 -0.151689 0.1143 0.1317 -0.1496
H 3.652174 -3.806549 1.408660 0.0759 -0.0520 0.0483
H 3.322943 -2.291636 2.248830 0.0294 0.0385 0.0887
H 2.185676 -3.644221 2.366509 -0.0130 -0.0333 0.0888
H 0.698637 -4.190481 0.470488 -0.0422 -0.1184 0.0749
H -0.447908 -3.368016 -1.547068 -0.0911 -0.0514 -0.0513
H 0.332080 -1.293153 -2.657303 -0.0527 0.0405 -0.1357
H 3.672986 1.307109 -2.732129 0.0403 -0.0648 0.1129
H 4.298667 -0.074375 -1.806982 -0.0404 0.0771 -0.0193
H 4.414659 2.495907 -0.966382 -0.1263 -0.0916 0.0170
H 5.382538 0.803598 0.180053 -0.0305 0.0439 -0.0274
H 2.856657 3.006700 0.763401 -0.1039 0.0230 -0.1192
H 2.023470 2.869743 -0.799944 0.0015 0.0386 0.1167
H 0.483896 1.700759 -1.810794 0.0773 -0.0892 0.0715
H -1.115827 1.112313 -1.263193 -0.1178 0.0793 0.0222
H -1.683338 -1.081160 1.605943 0.0507 0.0000 -0.0943
H -1.280558 -1.203357 -0.111939 -0.0243 0.0314 0.1695
H -2.673673 1.263357 0.999648 -0.0676 -0.0375 0.0096
H -3.594758 -0.203103 0.646115 0.0253 0.0644 0.0349
H -3.025993 2.785276 -0.574511 0.0606 -0.0056 -0.0666
H -3.163994 2.352410 -2.284735 0.0233 0.0614 0.0071
H -5.385927 2.886019 -1.357627 -0.0151 0.0497 0.0836
H -5.202804 1.640434 -0.122774 -0.0423 0.0403 0.0743
H -6.521232 0.734219 -2.008670 -0.0217 0.0226 -0.0904
H -5.253093 1.196596 -3.144850 -0.0374 0.0239 -0.0800
H -5.017539 -1.195183 -2.625249 0.0022 -0.0920 0.0388
H -5.013850 -0.855809 -0.898461 -0.0386 -0.0718 0.0141
H -2.698136 -1.199107 -1.723967 0.0732 0.0119 -0.0779
H -2.936149 0.051592 -2.951147 0.0436 -0.0822 -0.0178
H -0.526961 -1.181871 3.465607 -0.1109 -0.0725 0.0178
H 1.265320 -1.065084 5.145400 -0.0225 -0.0562 0.0939
H 3.286840 0.253313 4.750014 0.0822 0.0143 0.0739
H 3.614062 1.477249 2.630031 0.0823 0.0432 -0.0182
H 3.440912 -0.942889 0.254674 0.0634 0.1189 0.0242

13
Properties=species:S:1:pos:R:3:forces:R:3 method="wB97M-V/def2-TZVPD" homo_ev=-9.35 e_above_lowest_kcal_mol=14.1 smiles="CO[PH](=S)OC" lumo_ev=0.76
C 2.095345 0.289917 -0.149901 -2.6146 3.2673 2.9479
O 1.377098 -0.471468 0.822604 -1.2661 -0.8338 1.1392
P 0.108397 -1.435893 0.536131 1.4090 -0.1263 -2.2590
S -0.419696 -2.376302 2.134025 0.1339 0.2290 -0.8884
O -0.947419 -0.477645 -0.208732 -0.9046 -0.6633 1.1805
C -2.181941 -0.027719 0.444031 1.0613 4.0675 -1.5235
H 1.603383 0.077289 -1.020484 -0.2212 -0.2206 -2.9727
H 3.038579 -0.035668 0.046124 3.0035 -0.4610 -0.5940
H 1.979391 1.462750 0.099793 0.2805 -2.6937 -0.5608
H 0.546456 -2.166191 -0.895910 -0.6508 1.0750 2.8871
H -1.928665 1.031632 0.922417 -0.6330 -2.1621 -0.9508
H -2.635935 -0.604426 1.206155 0.0598 -1.2352 0.4638
H -2.849729 0.156134 -0.438709 0.3424 -0.2429 1.1307

7
Properties=species:S:1:pos:R:3:forces:R:3 method="wB97M-V/def2-TZVPD" homo_ev=-10.12 e_above_lowest_kcal_mol=151.9 lumo_ev=0.08
C 1.236500 0.340258 0.043562 -1.8975 0.5742 2.8679
C -0.904353 -0.721064 -0.162990 0.6320 -1.5342 0.4150
O 0.728401 1.277536 -0.489702 0.5861 1.1067 -1.4979
O -1.930544 -0.493289 0.650765 -0.2774 -0.0879 1.4863
O -1.875870 -0.202244 -0.789898 -1.0920 0.9431 -2.0165
H 0.886008 0.214647 1.120204 1.1389 -0.4423 -0.5003
H 1.859861 -0.415843 -0.371944 0.9099 -0.5596 -0.7543